Record 1
{"formula": "C10H16O", "method": "the ωB97M-V functional and the def2-TZVPD basis", "max_force_ev_per_a": 1.63, "spin_multiplicity": 2, "charge": 1, "lumo_ev": [-3.723, -7.387], "gap_ev": [10.18, 6.79], "homo_energy_ev": [-13.90, -14.18], "species": ["C", "C", "C", "C", "C", "C", "C", "C", "O", "H", "H", "H", "H", "H", "H", "H", "H", "H", "H", "C", "C", "H", "H", "H", "H", "H", "H"], "positions_angstrom": [[-0.812951, 1.699879, 0.675704], [-1.516185, 2.895752, 0.044809], [0.366094, 1.171592, -0.105250], [1.509616, 0.683169, 0.584274], [0.390660, 1.303439, -1.528835], [2.660039, 0.348378, -0.064448], [1.527995, 0.962454, -2.202262], [2.671527, 0.562904, -1.476289], [3.722592, 0.252882, -2.201793], [-0.373690, 2.006440, 1.614572], [-1.468380, 0.874419, 0.942161], [-1.179146, 3.857788, 0.429727], [1.458618, 0.555409, 1.658620], [-0.565312, 1.447013, -2.012870], [3.550755, 0.068089, 0.470822], [1.595310, 1.085336, -3.266575], [4.498176, 0.051231, -1.637376], [-2.558306, 2.904384, 0.359464], [-1.501746, 2.960192, -1.033827], [-1.153440, -2.782934, 1.102441], [-2.390115, -3.656724, 1.002334], [-0.211979, -3.238437, 1.462144], [-0.877870, -2.356923, 0.146428], [-1.204211, -2.031301, 1.902358], [-2.684308, -3.983113, 2.003394], [-2.248432, -4.596626, 0.474785], [-3.205308, -3.044691, 0.655489]], "atomic_forces_ev_per_a": [[1.234, 0.155, -0.354], [-0.974, 0.403, 0.555], [-0.481, 0.714, -0.204], [0.217, -0.455, 0.230], [0.217, -1.426, 0.593], [-0.760, 0.996, -0.306], [-0.794, 0.858, 0.131], [0.679, -0.913, -0.003], [0.416, 0.293, 0.432], [-0.083, 0.085, 0.544], [-0.294, -0.236, -0.205], [0.576, -0.153, -0.037], [-0.064, 0.122, 0.011], [0.291, 0.495, -0.301], [0.159, -0.270, 0.010], [0.118, -0.253, -0.327], [-0.330, -0.064, -0.383], [-0.160, -0.234, -0.198], [0.012, -0.169, -0.179], [1.405, -0.074, 0.820], [0.387, -0.198, 1.386], [-0.507, -0.776, -0.407], [-0.113, 0.470, -0.224], [-0.717, 0.378, -0.533], [0.005, 0.097, 0.065], [-0.031, 0.309, -0.561], [-0.407, -0.154, -0.556]]}

***

Record 2
{"formula": "C2H4N2O3", "method": "the ωB97M-V functional and the def2-TZVPD basis", "max_force_ev_per_a": 6.06, "lumo_ev": 0.069, "gap_ev": 9.76, "homo_energy_ev": -9.69, "smiles": "N/C(=N/O)C(=O)O", "species": ["C", "C", "H", "H", "H", "H", "N", "N", "O", "O", "O"], "positions_angstrom": [[0.217045, 0.430412, -0.045255], [0.683450, -1.016482, -0.139432], [0.998223, 2.233845, 0.159194], [2.125667, 0.872515, 0.406369], [-2.757355, 0.059440, -0.409562], [-1.134184, -1.374063, -0.034890], [1.266946, 1.328870, 0.095303], [-0.956032, 0.948277, -0.139589], [-1.872743, -0.238240, 0.080301], [-0.394646, -2.007819, 0.144568], [1.823624, -1.236760, -0.117005]], "atomic_forces_ev_per_a": [[0.968, 2.221, -0.432], [-4.914, -2.156, 2.821], [-0.277, 3.222, 0.623], [-0.267, 0.956, -0.326], [2.864, -0.966, 1.535], [-0.589, -1.042, 0.246], [0.040, -5.124, -0.731], [-0.888, -2.486, 0.782], [-3.796, 3.998, -2.289], [4.435, 2.371, -1.676], [2.424, -0.994, -0.553]]}

***

Record 3
{"formula": "C32H30F5N10O4PbSeTe", "method": "the ωB97M-V functional and the def2-TZVPD basis", "max_force_ev_per_a": 1.23, "charge": 1, "lumo_ev": -4.331, "gap_ev": 6.87, "homo_energy_ev": -11.20, "species": ["Pb", "N", "C", "N", "C", "N", "N", "C", "N", "C", "C", "C", "C", "C", "N", "H", "H", "H", "H", "H", "H", "H", "H", "O", "C", "N", "C", "C", "O", "N", "C", "C", "C", "C", "C", "C", "C", "C", "C", "C", "C", "C", "H", "H", "H", "H", "H", "H", "H", "H", "H", "H", "H", "C", "O", "H", "H", "H", "C", "N", "C", "Se", "N", "C", "C", "C", "C", "C", "C", "H", "H", "H", "H", "H", "H", "H", "H", "F", "Te", "F", "F", "F", "F", "O"], "positions_angstrom": [[-0.076053, -0.451758, -0.125560], [3.419070, -0.049886, 0.022512], [2.996446, -0.342000, 1.252712], [3.888048, -0.440717, 2.230078], [3.400321, -0.742046, 3.430933], [4.261355, -0.917019, 4.432608], [2.083200, -0.886881, 3.731120], [1.281534, -0.777102, 2.709618], [1.665212, -0.562860, 1.446003], [-0.188509, -0.902921, 2.973955], [-0.666417, -0.929769, 4.265408], [-2.038202, -1.000481, 4.470974], [-2.888600, -1.067392, 3.384928], [-2.345010, -1.051742, 2.116658], [-1.026350, -0.966503, 1.925366], [4.380072, 0.236143, -0.061419], [2.739462, 0.173069, -0.715738], [5.242236, -0.768474, 4.276647], [3.913925, -1.093972, 5.357710], [0.039440, -0.876668, 5.079814], [-2.435464, -0.993389, 5.477606], [-3.962258, -1.105775, 3.504525], [-2.969361, -1.091646, 1.234732], [-2.531991, -1.922503, -2.134445], [-2.784147, -0.727499, -1.992924], [-3.871398, -0.085100, -2.439341], [-3.785030, 1.360195, -2.275393], [-2.496199, 1.421707, -1.436146], [-2.060910, 2.485100, -0.971893], [-1.936206, 0.194239, -1.348504], [-4.922982, 1.953938, -1.448596], [-4.981377, 3.331300, -1.263523], [-5.967272, 3.882292, -0.459554], [-6.901236, 3.063779, 0.160955], [-6.843487, 1.692881, -0.019998], [-5.847705, 1.136663, -0.815191], [-3.561275, 2.022814, -3.641035], [-4.629280, 2.575565, -4.336777], [-4.442930, 3.079220, -5.618262], [-3.188745, 3.037559, -6.210884], [-2.118447, 2.484553, -5.519759], [-2.305511, 1.975436, -4.243959], [-4.574995, -0.542590, -2.995685], [-4.244163, 3.970292, -1.732271], [-5.994869, 4.953110, -0.304225], [-7.665039, 3.495929, 0.796774], [-7.567519, 1.049243, 0.466142], [-5.792695, 0.061516, -0.936888], [-5.609296, 2.616380, -3.876770], [-5.282513, 3.505969, -6.152528], [-3.044959, 3.436191, -7.207783], [-1.133995, 2.455464, -5.972129], [-1.456116, 1.552687, -3.712417], [1.095172, 1.742342, -1.870922], [1.202149, 0.333694, -1.602104], [1.628499, 1.944430, -2.802348], [1.520465, 2.355064, -1.074634], [0.064331, 2.070308, -2.014250], [3.553111, -2.375898, -2.509247], [2.262894, -2.204464, -3.163134], [1.053474, -2.393636, -2.620767], [0.677887, -2.940660, -0.849511], [0.129693, -2.111415, -3.526706], [0.735430, -1.668117, -4.692054], [0.214933, -1.220452, -5.901495], [1.129982, -0.858865, -6.868777], [2.515131, -0.939327, -6.640506], [3.026500, -1.380552, -5.437235], [2.100209, -1.739539, -4.465281], [3.394368, -2.608381, -1.462128], [4.120318, -1.450285, -2.589785], [4.107533, -3.183678, -2.982372], [-0.878507, -2.153790, -3.292049], [-0.853221, -1.156869, -6.071120], [0.773419, -0.506019, -7.828384], [3.196059, -0.645377, -7.429301], [4.093511, -1.438216, -5.261646], [-0.360160, 3.675722, 2.402497], [-1.389397, 2.675358, 1.206185], [-0.680771, 4.028161, 0.126917], [-2.821451, 3.798180, 1.414583], [-1.676526, 1.878804, 2.909584], [-2.801221, 1.367710, 0.996700], [-0.052067, 1.506183, 0.787048]], "atomic_forces_ev_per_a": [[-0.102, 0.636, -0.385], [-0.012, 0.088, -0.059], [-0.161, -0.159, 0.063], [0.018, 0.011, 0.008], [-0.013, 0.023, 0.047], [-0.028, 0.027, -0.004], [0.084, -0.007, 0.114], [-0.072, 0.001, -0.200], [-0.016, 0.002, 0.108], [-0.034, 0.007, -0.141], [-0.026, -0.004, 0.058], [0.045, 0.010, 0.061], [-0.064, -0.003, 0.080], [0.217, -0.051, -0.141], [0.016, -0.154, -0.064], [0.010, -0.028, 0.031], [0.000, -0.066, 0.135], [0.008, 0.000, -0.015], [-0.010, 0.004, 0.013], [-0.026, 0.007, 0.017], [0.016, -0.003, -0.026], [0.039, -0.020, -0.003], [0.042, 0.019, -0.013], [0.271, 0.399, 0.055], [0.316, -0.517, -0.146], [-0.301, 0.231, -0.025], [0.097, 0.048, 0.075], [0.374, 0.177, -0.004], [-0.413, -0.660, -0.543], [-0.163, -0.038, 0.248], [0.158, -0.101, -0.066], [-0.037, 0.073, 0.049], [0.108, 0.003, -0.033], [-0.040, 0.051, 0.065], [0.026, -0.115, 0.001], [-0.081, -0.048, -0.021], [-0.060, -0.051, 0.062], [-0.003, -0.016, -0.008], [0.034, -0.013, -0.010], [-0.045, -0.006, 0.001], [-0.006, -0.019, -0.001], [0.033, 0.019, 0.063], [0.114, -0.024, -0.080], [-0.014, 0.011, 0.004], [-0.002, -0.024, -0.022], [0.032, -0.019, -0.060], [0.047, 0.027, -0.038], [-0.043, 0.040, 0.034], [0.034, 0.013, -0.021], [0.029, -0.006, 0.019], [-0.007, -0.007, 0.050], [-0.037, 0.009, 0.025], [-0.058, 0.030, -0.057], [0.029, -0.069, -0.210], [0.028, 0.256, -0.060], [0.072, -0.096, -0.015], [0.009, -0.099, 0.041], [-0.013, -0.088, 0.088], [-0.029, 0.018, -0.083], [0.199, -0.087, 0.157], [0.372, 0.001, 0.246], [-0.172, 0.191, -0.047], [-1.112, 0.079, 0.070], [-0.273, 0.037, -0.094], [-0.092, -0.003, 0.002], [0.023, 0.007, -0.007], [-0.029, 0.022, -0.038], [0.106, 0.016, -0.010], [0.095, -0.061, 0.154], [-0.036, 0.015, 0.028], [-0.027, 0.011, -0.009], [-0.019, -0.026, -0.045], [0.468, 0.049, -0.121], [0.067, -0.011, -0.002], [0.029, -0.016, 0.048], [-0.037, -0.016, 0.040], [-0.062, -0.006, -0.015], [0.285, 0.232, 0.039], [0.095, 0.285, 1.197], [0.073, 0.062, -0.397], [-0.290, 0.236, 0.032], [-0.055, -0.225, 0.214], [-0.019, -0.122, -0.275], [0.018, -0.396, -0.229]]}

***

Relative energy (zero: lowest compared OMol25 entry of this formula, charge and spin) across the listed records, respectively: 13.4, 85.7, 48.2 kcal per mole.